1.
This record from OMol25 describes a 2-piece molecular cluster, C6H16 overall. The level of theory is the ωB97M-V functional and the def2-TZVPD basis.

Summary:
E_tot   -238.17771 a.u.
Structure (SMILES)   CC(C)C.CC

```
! wB97M-V def2-TZVPD RIJCOSX def2/J DEFGRID3
* xyz 0 1
C 0.985 0.492 2.526
C 1.107 1.709 1.585
H 0.040 0.517 3.063
H 1.199 -0.401 1.948
H 1.724 0.537 3.331
H 2.091 2.176 1.554
H 0.358 2.465 1.810
H 0.961 1.348 0.588
C -0.251 -0.599 -0.940
C 0.219 -1.545 -2.036
C -0.610 0.840 -1.310
C -1.517 -1.224 -0.307
H 0.487 -0.535 -0.140
H -0.664 -1.736 -2.661
H 0.500 -2.548 -1.722
H 0.219 1.494 -1.597
H -1.257 0.884 -2.192
H -1.083 1.271 -0.430
H -1.279 -2.277 -0.157
H -1.797 -0.769 0.647
H -2.408 -1.051 -0.915
H 0.974 -1.052 -2.648
*
```

***

2.
This record from OMol25 describes one molecule with the formula C6H16BN. The level of theory is the ωB97M-V functional and the def2-TZVPD basis.

Summary:
E_tot   -317.76557 a.u.
Structure (SMILES)   CN(C)BC(C)(C)C

```
! wB97M-V def2-TZVPD RIJCOSX def2/J DEFGRID3
* xyz 0 1
B 0.585 -0.544 0.654
C -0.168 1.641 1.905
C 0.613 2.054 -0.544
C -1.598 0.862 0.086
C -0.014 -1.303 -1.701
C 0.689 -2.925 -0.001
C -0.102 0.920 0.430
N 0.541 -1.550 -0.303
H 0.873 -0.952 1.710
H -0.771 2.517 1.949
H 0.966 1.858 1.907
H -0.510 0.988 2.757
H 0.022 2.904 -0.346
H 0.464 1.740 -1.618
H 1.622 2.184 -0.346
H -2.120 1.725 0.607
H -1.885 0.873 -0.975
H -1.890 -0.153 0.493
H 0.663 -1.927 -2.329
H -1.055 -1.567 -1.662
H 0.125 -0.326 -2.124
H 1.812 -3.118 0.008
H 0.450 -3.098 1.068
H 0.048 -3.553 -0.742
*
```

***

3.
This record from OMol25 describes a 3-piece molecular cluster, C6H16BrN2O2 overall. The level of theory is the ωB97M-V functional and the def2-TZVPD basis.

Summary:
E_tot   -3071.93765 a.u.

```
! wB97M-V def2-TZVPD RIJCOSX def2/J DEFGRID3
* xyz 1 1
Br 0.190 -1.201 1.722
C -1.174 2.395 1.615
C -2.505 1.910 1.122
O -3.361 2.613 0.568
N -2.935 0.442 1.373
H -3.660 0.214 0.707
H -2.092 -0.039 1.094
C -3.215 0.065 2.817
H -1.160 3.343 1.077
H -0.353 1.854 1.144
H -1.152 2.339 2.704
H -2.335 -0.290 3.353
H -3.809 -0.849 2.796
H -3.683 0.922 3.301
C 4.248 -1.339 -2.191
C 3.084 -0.773 -1.405
O 3.214 0.137 -0.627
N 1.709 -1.450 -1.496
H 1.922 -2.424 -1.661
H 1.424 -1.515 -0.529
C 0.700 -0.636 -2.442
H 3.969 -1.719 -3.174
H 4.457 -2.299 -1.717
H 5.016 -0.566 -2.224
H 0.510 0.363 -2.052
H -0.260 -1.143 -2.539
H 1.252 -0.353 -3.338
*
```

***

4.
This record from OMol25 describes C6H16MoNOP as an isolated structure. The level of theory is the ωB97M-V functional and the def2-TZVPD basis.

Summary:
Expectation value of S²   2.0237
E_tot   -776.73613 a.u.

```
! wB97M-V def2-TZVPD RIJCOSX def2/J DEFGRID3
* xyz 2 3
Mo 0.000 0.000 0.604
H 0.679 -1.098 1.233
H 0.685 -1.218 0.349
P 0.128 0.085 -1.745
C -1.407 -0.332 -2.686
H -1.265 -0.217 -3.776
H -1.696 -1.371 -2.458
H -2.217 0.332 -2.345
C 0.544 1.761 -2.394
H 1.507 2.073 -1.959
H 0.605 1.764 -3.496
H -0.231 2.469 -2.058
C 1.397 -0.975 -2.573
H 1.167 -2.034 -2.370
H 1.421 -0.807 -3.664
H 2.383 -0.742 -2.139
C -1.756 -0.771 0.704
O -2.843 -1.207 0.762
H 1.541 0.775 0.507
H -0.640 1.514 0.387
C 0.000 0.000 5.385
C 0.000 0.000 3.865
N 0.000 0.000 2.604
H 0.906 -0.523 5.754
H -0.906 -0.523 5.754
H 0.000 1.046 5.754
*
```